1.
DFT (wB97M-V/def2-TZVPD) results for an isolated ion of composition C19H24N3O6 and charge -1.

The energy above the lowest of the compared OMol25 structures with the same formula, charge and spin comes out at 0.0 kJ/mol. The value obtained for the orbital gap is 6.462 eV. The SMILES is CCOC(=O)[C@@H](c1ccc(C#N)cc1)N(/N=C(\[O-])OC(C)C)C(=O)OC(C)C. Its net charge is -1. As for the HOMO energy: -0.1322 Eh.

Positions of all 52 atoms, in Å:
C 4.674 -1.388 2.020
C 3.268 -1.885 1.912
O 2.829 -1.485 0.581
C 1.566 -1.885 0.369
O 1.042 -2.766 1.028
C 0.815 -1.030 -0.643
C -0.174 -1.827 -1.439
C -0.990 -2.790 -0.853
C -1.853 -3.545 -1.650
C -1.866 -3.375 -3.036
C -2.728 -4.183 -3.859
N -3.424 -4.845 -4.529
C -1.024 -2.422 -3.622
C -0.178 -1.655 -2.829
N 0.384 -0.016 0.211
N -0.647 0.314 -0.529
C -1.770 0.184 0.325
O -1.883 -0.672 1.200
O -2.685 1.114 0.017
C -4.017 0.923 0.635
C -4.778 2.196 0.333
C -4.018 0.627 2.102
C 1.274 0.991 0.740
O 1.914 0.743 1.750
O 1.240 2.141 0.083
C 2.330 3.101 0.447
C 1.690 4.463 0.425
C 3.476 2.932 -0.509
H 5.067 -1.622 3.009
H 5.311 -1.866 1.273
H 4.704 -0.305 1.881
H 3.195 -2.972 2.002
H 2.613 -1.388 2.637
H 1.548 -0.636 -1.350
H -0.947 -2.970 0.219
H -2.507 -4.282 -1.180
H -1.025 -2.285 -4.705
H 0.487 -0.908 -3.265
H -4.474 0.079 0.099
H -5.833 2.078 0.596
H -4.370 3.020 0.934
H -4.712 2.472 -0.723
H -5.039 0.408 2.433
H -3.381 -0.236 2.308
H -3.654 1.498 2.663
H 2.636 2.830 1.464
H 2.443 5.233 0.614
H 1.221 4.662 -0.547
H 0.928 4.540 1.207
H 4.259 3.663 -0.283
H 3.920 1.934 -0.425
H 3.145 3.093 -1.544

***

2.
DFT (wB97M-V/def2-TZVPD) results for C19H24N3PRuS2 as an isolated structure.

The value obtained for the orbital gap (alpha / beta) is 7.300 / 5.709 eV. Its spin multiplicity is 5. Its net charge is +2. As for the HOMO energy (alpha / beta): -0.5254 / -0.5554 Eh.

Positions of all 50 atoms, in Å:
Ru 0.788 -1.763 -0.984
S 2.362 -2.732 -2.608
C 3.093 -1.902 -1.365
N 3.517 -1.305 -0.458
S -2.859 -4.373 -2.649
C -1.727 -3.540 -1.906
N -0.887 -2.923 -1.351
C 2.596 1.382 1.489
N 1.284 1.881 1.978
C 1.383 2.308 3.401
C 0.137 0.912 1.738
C 0.451 -0.532 2.040
C 0.452 -0.970 3.365
C 0.747 -2.285 3.695
C 1.032 -3.210 2.703
C 0.980 -2.801 1.379
C 0.674 -1.487 1.046
H 3.325 2.190 1.505
H 2.504 1.003 0.478
H 2.945 0.579 2.132
H 1.059 2.713 1.434
H 1.586 1.439 4.021
H 0.460 2.786 3.721
H 2.203 3.016 3.504
H -0.161 1.006 0.695
H -0.683 1.252 2.369
H 0.201 -0.275 4.157
H 0.751 -2.594 4.732
H 1.274 -4.234 2.950
H 1.178 -3.546 0.599
C 0.833 1.963 -2.058
P 0.099 0.289 -2.084
C 0.257 -0.181 -3.843
C -1.669 0.595 -1.807
C -2.376 1.432 -2.671
C -3.720 1.682 -2.448
C -4.366 1.104 -1.362
C -3.667 0.276 -0.496
C -2.320 0.023 -0.715
H 0.488 2.498 -2.942
H 1.922 1.910 -2.081
H 0.502 2.514 -1.178
H -0.349 0.483 -4.460
H -0.083 -1.204 -3.990
H 1.300 -0.104 -4.150
H -1.889 1.889 -3.524
H -4.265 2.329 -3.122
H -5.415 1.303 -1.192
H -4.173 -0.171 0.349
H -1.774 -0.624 -0.038

***

3.
DFT (wB97M-V/def2-TZVPD) results for one molecule with the formula C19H24N4O3.

The energy above the lowest of the compared OMol25 structures with the same formula, charge and spin comes out at 162.9 kJ/mol. The value obtained for the orbital gap is 8.869 eV. The SMILES is [H]/N=c1/[nH]cc(C(=O)N2C[C@H](C)[C@H](NC(=O)CCc3cccc(C)c3)C2)o1. As for the HOMO energy: -0.3058 Eh.

Positions of all 50 atoms, in Å:
H 2.525 -7.713 -0.008
N 2.188 -8.174 -0.845
C 1.609 -7.363 -1.617
N 1.041 -7.660 -2.837
C 0.503 -6.519 -3.395
C 0.720 -5.521 -2.535
C 0.372 -4.100 -2.713
O -0.045 -3.733 -3.805
N 0.527 -3.239 -1.683
C 0.778 -3.533 -0.265
C 0.205 -2.310 0.451
C -1.290 -2.463 0.709
C 0.526 -1.191 -0.556
N -0.172 0.054 -0.360
C 0.454 1.208 0.002
O 1.652 1.270 0.204
C -0.474 2.397 0.193
C 0.235 3.752 0.044
C -0.050 4.690 1.189
C 0.518 4.449 2.438
C 0.245 5.293 3.502
C -0.597 6.384 3.332
C -1.175 6.643 2.096
C -2.111 7.807 1.909
C -0.888 5.786 1.035
C 0.224 -1.832 -1.911
O 1.407 -6.018 -1.427
H 1.054 -8.586 -3.220
H 0.017 -6.488 -4.352
H 0.284 -4.452 0.039
H 1.849 -3.643 -0.077
H 0.724 -2.132 1.394
H -1.836 -2.659 -0.218
H -1.476 -3.299 1.383
H -1.707 -1.567 1.170
H 1.587 -0.952 -0.487
H -1.161 0.090 -0.543
H -0.867 2.298 1.210
H -1.334 2.319 -0.476
H -0.050 4.218 -0.899
H 1.308 3.556 0.001
H 1.186 3.604 2.566
H 0.698 5.107 4.468
H -0.801 7.044 4.167
H -2.068 8.189 0.888
H -3.143 7.511 2.106
H -1.867 8.623 2.589
H -1.325 5.985 0.061
H -0.826 -1.707 -2.196
H 0.828 -1.426 -2.721

***

4.
DFT (wB97M-V/def2-TZVPD) results for one molecule with the formula C19H24N4O5S.

The energy above the lowest of the compared OMol25 structures with the same formula, charge and spin comes out at 301.0 kJ/mol. The value obtained for the orbital gap is 7.570 eV. The SMILES is COc1ccc(/C=C2\SC(=O)N(CC(=O)NN3CCN(C)CC3)C2=O)cc1OC. As for the HOMO energy: -0.2931 Eh.

Positions of all 53 atoms, in Å:
C -6.773 3.737 2.834
O -5.595 3.818 3.607
C -4.406 3.356 3.160
C -3.360 3.501 4.076
C -2.082 3.087 3.793
C -1.788 2.500 2.557
C -0.446 2.076 2.295
C 0.108 1.494 1.208
S -0.630 1.035 -0.321
C 0.903 0.389 -0.947
O 1.044 -0.098 -2.035
N 1.878 0.558 -0.008
C 3.199 0.011 -0.239
C 3.050 -1.496 -0.525
O 2.567 -2.245 0.286
N 3.513 -1.862 -1.740
N 3.321 -3.167 -2.199
C 2.184 -3.260 -3.099
C 1.967 -4.723 -3.462
N 3.157 -5.245 -4.110
C 2.965 -6.602 -4.573
C 4.286 -5.140 -3.204
C 4.516 -3.678 -2.840
C 1.532 1.148 1.200
O 2.325 1.352 2.087
C -2.832 2.355 1.634
C -4.124 2.766 1.906
O -5.150 2.628 1.011
C -4.885 2.028 -0.236
H -7.551 4.172 3.462
H -7.031 2.703 2.599
H -6.689 4.308 1.908
H -3.601 3.954 5.025
H -1.300 3.213 4.526
H 0.262 2.243 3.102
H 3.756 0.157 0.691
H 3.685 0.542 -1.062
H 3.702 -1.144 -2.438
H 1.307 -2.861 -2.587
H 2.357 -2.676 -4.019
H 1.127 -4.804 -4.155
H 1.727 -5.285 -2.544
H 2.746 -7.305 -3.754
H 3.866 -6.934 -5.085
H 2.136 -6.621 -5.279
H 5.173 -5.535 -3.704
H 4.116 -5.714 -2.277
H 5.348 -3.595 -2.137
H 4.757 -3.109 -3.755
H -2.612 1.906 0.682
H -5.841 2.022 -0.759
H -4.158 2.605 -0.815
H -4.527 1.001 -0.122

***

5.
DFT (wB97M-V/def2-TZVPD) results for C19H24N5O9S2Ti as an isolated structure.

The energy above the lowest of the compared OMol25 structures with the same formula, charge and spin comes out at 116.6 kJ/mol. The value obtained for the orbital gap is 6.730 eV. Its net charge is +1. As for the HOMO energy: -0.4225 Eh.

Positions of all 60 atoms, in Å:
Ti -0.131 -0.368 0.754
C -1.814 3.029 2.748
C -1.685 1.916 1.767
N -1.724 0.667 2.084
N -1.967 0.393 3.398
C -2.101 -0.897 3.897
N -1.650 -0.971 5.158
S -2.765 -2.161 3.073
C -1.563 2.176 0.315
C -1.933 3.373 -0.261
C -1.881 3.495 -1.643
C -1.451 2.420 -2.403
C -1.078 1.262 -1.753
N -1.137 1.140 -0.425
H -1.059 2.909 3.527
H -1.648 3.996 2.287
H -2.803 3.016 3.216
H -1.558 1.060 4.028
H -0.987 -0.299 5.514
H -1.694 -1.867 5.609
H -2.284 4.192 0.348
H -2.180 4.422 -2.118
H -1.392 2.478 -3.482
H -0.722 0.401 -2.298
O 2.460 -1.369 0.439
C 2.087 -0.892 -0.602
O 0.761 -0.692 -0.813
C 2.987 -0.529 -1.725
C 4.211 -1.175 -1.824
C 5.059 -0.881 -2.878
C 4.665 0.067 -3.800
C 3.466 0.746 -3.705
C 2.617 0.435 -2.659
N 5.559 0.364 -4.951
O 6.610 -0.241 -5.011
O 5.158 1.162 -5.776
H 4.491 -1.903 -1.073
H 6.017 -1.369 -2.989
H 3.218 1.497 -4.441
H 1.676 0.955 -2.551
C -3.753 -0.607 -0.074
C -2.806 -1.628 -0.669
O -1.511 -1.768 0.015
C -0.867 -3.023 -0.414
C 0.022 -3.587 0.669
H -4.761 -0.867 -0.400
H -3.551 0.412 -0.398
H -3.731 -0.666 1.012
H -2.588 -1.425 -1.716
H -3.271 -2.604 -0.602
H -0.326 -2.824 -1.334
H -1.659 -3.733 -0.616
H 0.905 -2.987 0.868
H 0.361 -4.570 0.342
H -0.540 -3.707 1.595
O 2.713 0.050 2.792
S 1.346 0.358 2.645
O 0.722 1.138 3.674
O 1.010 0.999 1.256
O 0.450 -0.915 2.376

***

6.
DFT (wB97M-V/def2-TZVPD) results for a 2-piece molecular cluster, C19H24NO5 overall.

The energy above the lowest of the compared OMol25 structures with the same formula, charge and spin comes out at 38.9 kJ/mol. The value obtained for the orbital gap is 4.181 eV. Its net charge is -1. As for the HOMO energy: -0.0574 Eh.

Positions of all 49 atoms, in Å:
C 0.646 -4.036 -3.504
C 0.497 -3.374 -4.851
O 0.187 -1.996 -4.588
C 0.191 -1.799 -3.184
C 1.416 -0.881 -2.749
C 1.353 -0.604 -1.269
C 0.030 0.132 -1.033
O -0.063 1.345 -0.986
C -1.124 -0.826 -1.287
C -1.171 -1.134 -2.759
O 0.335 -3.035 -2.536
H -0.061 -4.858 -3.360
H 1.665 -4.384 -3.326
H 1.410 -3.386 -5.454
H -0.320 -3.819 -5.429
H 2.349 -1.387 -3.020
H 1.335 0.027 -3.362
H 1.359 -1.549 -0.698
H 2.192 0.015 -0.936
H -0.895 -1.763 -0.745
H -2.083 -0.416 -0.951
H -1.329 -0.236 -3.377
H -1.965 -1.856 -2.986
C -5.257 0.663 0.746
C -4.030 1.041 1.546
O -2.874 0.299 1.054
C -1.748 0.748 1.643
C -0.510 -0.033 1.284
N 0.608 0.480 1.615
C 1.742 1.072 1.510
C 2.243 1.888 2.601
C 3.605 2.285 2.675
C 4.094 2.899 3.826
C 3.227 3.151 4.906
C 1.857 2.839 4.802
C 1.355 2.238 3.641
O -1.742 1.731 2.385
H -6.132 1.144 1.211
H -5.215 1.068 -0.276
H -5.411 -0.422 0.703
H -3.817 2.105 1.428
H -4.129 0.803 2.609
H -0.705 -1.113 1.162
H 2.403 0.974 0.631
H 4.263 2.070 1.820
H 5.147 3.172 3.884
H 3.613 3.604 5.826
H 1.179 3.071 5.614
H 0.280 2.043 3.542

***

Going through the records in order, we get total energy values of -36846.784; -58086.091; -32196.526; -47124.797; -90751.053; -31817.746 eV.
Going through the records in order, we get max |F| values of 0.1686; 0.0177; 0.0014; 0.0225; 0.0588; 0.0772 Eh/bohr.